1.
C2H3Cl3F3N3S2 | ωB97M-V/def2-TZVPD

Each line ends with the natural charge from an NBO analysis.
Element x y z (Å)
C  2.69  -0.95  0.68  -0.59
C  -3.21  -0.54  -0.47  -0.45
N  0.52  0.23  -0.02  -0.38
N  0.82  2.24  0.80  0.40
N  -0.65  0.01  -0.50  -0.07
F  2.09  1.90  1.22  -0.24
F  1.05  2.95  -0.35  -0.22
F  -0.83  0.39  -2.13  -0.45
S  1.95  -0.13  -0.73  0.60
S  -2.00  0.67  0.14  0.59
Cl  2.78  -2.77  0.63  -0.02
Cl  -2.90  -2.16  0.34  -0.04
Cl  -4.77  0.02  -0.18  0.08
H  1.94  -0.55  1.52  0.28
H  3.70  -0.44  0.64  0.24
H  -3.17  -0.86  -1.59  0.28

LUMO level (spin up / spin down), eV: -1.0 / -1.6
HOMO-LUMO gap (spin up / spin down), eV: 8.1 / 8.3
HOMO energy (spin up / spin down), eV: -9.1 / -9.9
Energy relative to the best compared isomer or geometry (same formula, charge and spin), kcal per mole: 24.7
Strongest force on any atom, eV Å⁻¹: 3.76

=====

2.
C16H23N3O3 | ωB97M-V/def2-TZVPD

Each line ends with the natural charge from an NBO analysis.
Element x y z (Å)
O  3.32  1.17  1.69  -0.64
C  2.22  1.30  1.17  0.65
N  2.06  1.58  -0.15  -0.61
C  3.16  1.64  -1.07  -0.22
C  2.77  1.22  -2.49  -0.43
C  2.54  -0.29  -2.74  -0.20
N  1.33  -0.92  -2.27  -0.46
C  0.10  -0.22  -2.55  -0.24
C  -1.09  -1.15  -2.29  -0.07
O  -1.08  -1.61  -0.96  -0.54
C  0.11  -2.33  -0.71  -0.07
C  1.35  -1.46  -0.92  -0.24
C  0.98  1.11  1.92  -0.01
C  -0.32  0.84  1.53  -0.23
C  -1.07  0.61  2.71  -0.24
C  -2.49  0.27  2.83  0.58
O  -3.11  0.45  3.87  -0.57
C  -3.12  -0.31  1.62  -0.36
C  -4.48  0.23  1.22  -0.39
C  -4.38  -1.12  1.82  -0.39
C  -0.19  0.76  3.77  0.03
N  1.03  1.04  3.28  -0.46
H  1.14  1.81  -0.49  0.40
H  3.56  2.67  -1.11  0.19
H  3.95  1.00  -0.67  0.22
H  3.58  1.52  -3.15  0.22
H  1.88  1.78  -2.79  0.20
H  3.38  -0.85  -2.34  0.20
H  2.54  -0.42  -3.83  0.19
H  0.10  0.09  -3.60  0.21
H  -0.03  0.69  -1.93  0.15
H  -2.03  -0.62  -2.42  0.19
H  -1.04  -2.00  -2.98  0.17
H  0.05  -2.67  0.33  0.20
H  0.16  -3.20  -1.38  0.17
H  2.24  -2.07  -0.80  0.21
H  1.35  -0.67  -0.15  0.18
H  -0.70  0.81  0.53  0.23
H  -2.45  -0.62  0.83  0.25
H  -4.68  0.32  0.16  0.21
H  -4.88  1.02  1.82  0.23
H  -4.52  -1.99  1.20  0.22
H  -4.71  -1.24  2.84  0.23
H  -0.39  0.66  4.82  0.23
H  1.89  1.16  3.80  0.44

LUMO level, eV: 0.7
SMILES: O=C(NCCCN1CCOCC1)c1cc(C(=O)C2CC2)c[nH]1
HOMO-LUMO gap, eV: 9.2
HOMO energy, eV: -8.6
Energy relative to the best compared isomer or geometry (same formula, charge and spin), kcal per mole: 64.5
Strongest force on any atom, eV Å⁻¹: 0.53

=====

3.
C3H33O13 | ωB97M-V/def2-TZVPD

Each line ends with the natural charge from an NBO analysis.
Element x y z (Å)
O  -0.98  -3.21  -1.04  -0.81
H  -0.51  -3.53  -1.83  0.54
H  -1.91  -3.53  -0.96  0.58
H  -1.00  -2.18  -1.07  0.57
O  0.81  0.38  -3.40  -0.82
H  0.26  -0.02  -2.64  0.57
H  0.47  0.17  -4.29  0.55
H  0.94  1.38  -3.32  0.56
C  -0.78  -0.40  1.12  -0.63
C  -0.53  0.33  -0.22  0.11
C  0.72  1.18  -0.14  -0.65
O  -0.64  -0.58  -1.30  -1.02
H  0.01  -1.13  1.31  0.21
H  -1.78  -0.82  1.13  0.19
H  -0.64  0.43  1.82  0.22
H  -1.42  0.99  -0.27  0.15
H  0.99  1.61  -1.11  0.18
H  1.60  0.58  0.16  0.22
H  0.66  1.95  0.63  0.24
O  4.23  2.27  -1.64  -0.94
H  3.45  2.76  -1.36  0.47
H  4.42  2.59  -2.53  0.47
O  -3.56  0.94  3.25  -0.96
H  -3.10  0.16  3.56  0.48
H  -3.79  1.44  4.04  0.48
O  -3.54  -1.98  2.96  -0.94
H  -3.20  -2.87  2.82  0.48
H  -3.71  -1.63  2.08  0.47
O  0.59  1.11  5.26  -0.95
H  0.62  1.14  6.22  0.49
H  -0.33  0.94  5.05  0.48
O  1.99  -1.95  -1.36  -0.93
H  1.20  -1.38  -1.27  0.47
H  1.75  -2.63  -2.00  0.45
O  1.54  2.94  -3.22  -0.96
H  0.79  3.51  -2.99  0.50
H  2.10  3.48  -3.78  0.51
O  3.00  0.67  3.56  -0.95
H  2.25  0.74  4.17  0.50
H  2.60  0.57  2.70  0.44
O  -3.46  -2.41  -0.73  -0.98
H  -4.41  -2.59  -0.73  0.50
H  -3.39  -1.45  -0.77  0.50
O  4.74  0.39  0.58  -0.93
H  4.06  0.41  1.26  0.45
H  4.58  1.18  0.04  0.48
O  -2.43  -0.90  -3.52  -0.98
H  -3.23  -0.36  -3.58  0.48
H  -2.03  -0.67  -2.66  0.49

LUMO level, eV: -3.3
HOMO-LUMO gap, eV: 9.2
HOMO energy, eV: -12.5
Energy relative to the best compared isomer or geometry (same formula, charge and spin), kcal per mole: 33.3
Strongest force on any atom, eV Å⁻¹: 2.32
Total charge: +1